Entry from OMol25: C10H8HgN2O5 as an isolated structure in a non-equilibrium geometry (ωB97M-V with the def2-TZVPD basis set).

The geometry in XYZ format:
```
26
Properties=species:S:1:pos:R:3:mulliken_charge:R:1
O -1.719 -2.939 -1.255 -0.06
C -1.185 -2.003 -0.859 0.22
Hg -0.077 -0.295 -0.097 1.94
O 2.985 -0.445 -2.282 -0.07
C 1.969 -0.643 -1.825 0.07
C -2.031 0.437 1.585 0.07
O -2.649 0.902 2.417 -0.08
C 1.047 -1.745 1.906 0.08
O 1.691 -1.966 2.811 -0.07
C -1.184 1.393 -1.863 0.06
O -1.443 2.307 -2.487 -0.08
C 0.754 5.242 1.394 -1.17
C 1.195 3.842 1.236 0.78
C 2.429 3.249 1.494 -0.90
C 2.285 1.887 1.152 0.26
N 1.021 1.665 0.709 -0.48
N 0.398 2.867 0.778 0.06
C 3.331 0.853 1.256 -1.03
H 0.833 5.558 2.449 0.32
H 1.385 5.914 0.789 0.32
H -0.289 5.421 1.086 0.32
H 3.316 3.735 1.887 0.46
H -0.580 2.978 0.500 0.18
H 4.210 1.213 0.689 0.34
H 3.597 0.728 2.322 0.31
H 3.021 -0.123 0.862 0.14
```

Calculated values
Kohn-Sham gap ... 7.657 eV
Charge ... +2
Relative energy (zero: lowest compared OMol25 entry of this formula, charge and spin) ... 0.0 kJ/mol
LUMO ... -8.55 eV
E_HOMO ... -0.595 Eh